Entry a
Formula: C2H6O2S2
Source: OMol25
Level of theory: ωB97M-V/def2-TZVPD

## Properties
* SMILES: O=CO.CSS
* E_LUMO: 0.235 eV
* frontier orbital gap: 0.322 Eh
* HOMO energy: -8.54 eV
* charge: 0

Cartesian coordinates (Å):
C 0.71 1.58 -1.36
S 1.60 0.04 -1.76
S 0.27 -1.54 -1.83
H -0.38 1.65 -1.85
H 1.36 2.40 -1.58
H 0.45 1.72 -0.28
H 0.47 -2.35 -0.81
O -0.25 -2.04 1.42
C -0.79 -1.10 1.98
O -1.24 -0.09 1.14
H -0.93 -0.96 3.06
H -1.27 0.69 1.87


Entry b
Formula: C2H6O2S2
Source: OMol25
Level of theory: ωB97M-V/def2-TZVPD

## Properties
* SMILES: O=CO.CSS
* E_LUMO: 0.329 eV
* frontier orbital gap: 0.342 Eh
* HOMO energy: -8.98 eV
* charge: 0

Cartesian coordinates (Å):
C 1.50 1.31 0.38
S 1.58 -0.53 0.60
S 1.59 -1.35 -1.28
H 2.54 1.57 0.24
H 1.21 1.73 1.34
H 0.84 1.58 -0.43
H 0.38 -1.06 -1.77
O -3.17 -0.82 0.74
C -2.07 -0.42 0.53
O -1.50 -0.48 -0.70
H -1.43 -0.16 1.38
H -1.46 -1.36 -1.03


Which structure is the most stable? The one labeled entry b.


Entry a
Formula: CH2F2N2O
Source: OMol25
Level of theory: ωB97M-V/def2-TZVPD

## Properties
* SMILES: [H]/N=N/C(=O)F.F
* E_LUMO: -0.645 eV
* frontier orbital gap: 0.356 Eh
* HOMO energy: -10.34 eV
* charge: 0

Cartesian coordinates (Å):
C -0.85 -0.07 -0.25
N 0.02 -1.06 -0.18
N 1.12 -1.21 0.21
O -1.06 0.64 -1.18
F -1.55 -0.02 0.98
F 0.84 2.00 0.39
H 0.09 1.92 -0.18
H 1.39 -2.19 0.21


Entry b
Formula: CH2F2N2O
Source: OMol25
Level of theory: ωB97M-V/def2-TZVPD

## Properties
* E_LUMO: -0.115 eV
* frontier orbital gap: 0.370 Eh
* HOMO energy: -10.17 eV
* charge: 0

Cartesian coordinates (Å):
C -1.06 -0.31 -0.12
N 0.40 1.05 -0.22
N 1.27 0.28 0.05
O -0.69 -1.46 -0.19
F -1.43 0.25 1.00
F -1.76 0.24 -1.16
H 1.15 -0.82 0.20
H 2.12 0.76 0.44


Which structure is the most stable? The one labeled entry a.